8
Properties=species:S:1:pos:R:3:nbo_charge:R:1 method="wB97M-V/def2-TZVPD" orbital_gap_ha=0.4472 e_homo_ev=-11.29 spin_multiplicity=1 relative_energy_kj_mol=197.5 max_force_ha_per_bohr=0.0216 e_tot_ha=-246.016331 e_lumo_ha=0.032
H 0.29018 0.81388 -1.29215 0.206
H -1.75051 -0.59532 -0.74337 0.193
C -0.96945 -0.47896 0.00681 -0.103
O -0.81851 0.84361 0.51414 -0.453
H -0.87394 -1.28005 0.73695 0.200
C 0.19332 0.34769 -0.31482 0.186
N 1.43826 0.14550 0.30070 -0.563
C 2.50493 0.19260 0.79505 0.334